Molecular formula: C22H38Br4NPS2
Method: DFT, ωB97M-V/def2-TZVPD

Results
* energy above the lowest of the compared OMol25 structures with the same formula, charge and spin: 101.6 kcal per mole
* LUMO: -0.595 eV
* SMILES: CCCCN(CCCCPc1ccccc1)C(=S)SCCC.BrCCBr.BrCCBr
* net charge: 0
* Kohn-Sham gap: 7.4675 eV

```
68
Properties=species:S:1:pos:R:3:forces:R:3
C 5.637 3.321 1.498 -0.129 -0.159 0.092
C 4.808 2.117 2.167 -1.328 0.982 -0.231
C 3.631 1.629 1.147 0.238 0.868 0.776
C 4.159 1.350 -0.340 0.963 0.629 0.999
N 3.149 0.807 -1.299 0.656 -1.853 0.659
C 1.741 0.960 -0.841 -1.956 -0.586 -0.718
C 0.644 0.589 -1.988 0.468 0.263 1.225
C -0.799 0.866 -1.312 0.673 0.601 -0.252
C -1.762 1.833 -2.175 1.110 -0.814 0.102
P -3.450 1.008 -2.376 -1.222 0.946 -0.523
C -4.294 0.672 -0.726 -1.983 -1.019 3.828
C -5.842 0.914 -0.659 0.679 -0.891 2.353
C -6.700 0.645 0.609 3.801 -0.817 0.431
C -5.998 0.105 1.879 2.469 0.534 -3.042
C -4.467 -0.114 1.839 -2.039 0.194 -3.055
C -3.624 0.152 0.567 -3.699 0.119 -0.202
C 3.461 -0.551 -1.754 -0.558 -0.533 -1.916
S 3.324 -0.998 -3.384 -0.080 0.877 2.417
S 4.080 -1.914 -0.617 -0.556 0.964 -0.203
C 3.017 -3.427 -0.825 -0.664 -1.706 0.886
C 2.128 -3.547 0.541 0.793 1.622 -0.821
C 0.905 -2.514 0.377 -0.325 -0.471 0.683
H 5.855 4.167 2.252 -0.013 -1.550 -1.106
H 6.594 2.872 1.056 -1.249 1.083 0.518
H 5.014 3.827 0.667 1.041 -0.914 1.256
H 4.246 2.578 3.067 0.893 -0.985 -1.274
H 5.441 1.256 2.558 -0.672 1.178 -0.725
H 2.881 2.509 1.141 1.137 -1.416 -0.140
H 3.084 0.755 1.634 0.819 0.918 -0.932
H 4.548 2.335 -0.804 -0.637 -1.515 0.843
H 5.093 0.679 -0.237 -1.549 0.753 -0.424
H 1.491 2.049 -0.550 0.869 -1.729 -0.421
H 1.496 0.255 0.039 0.473 1.225 -1.061
H 0.737 -0.521 -2.268 -0.178 1.804 0.242
H 0.868 1.247 -2.891 -0.472 -0.963 1.061
H -0.633 1.397 -0.298 -0.337 -1.174 -1.370
H -1.314 -0.143 -1.183 0.753 1.436 0.065
H -1.815 2.907 -1.756 -0.210 -1.856 -0.542
H -1.311 1.933 -3.236 -0.972 -0.223 1.531
H -3.159 -0.308 -2.922 0.300 0.695 0.897
H -6.425 1.290 -1.577 1.319 -0.622 1.504
H -7.833 0.824 0.642 2.028 -0.257 -0.291
H -6.529 -0.155 2.856 0.656 0.563 -1.718
H -3.938 -0.524 2.757 -0.931 0.532 -1.461
H -2.510 -0.060 0.598 -1.686 0.318 -0.062
H 3.667 -4.381 -0.853 -0.525 1.799 -0.220
H 2.378 -3.435 -1.768 0.908 0.297 1.280
H 1.826 -4.619 0.776 0.281 1.445 -0.510
H 2.830 -3.151 1.369 -1.195 -0.934 -1.132
H 0.970 -1.647 1.131 -0.046 -1.329 -1.174
H -0.056 -3.096 0.620 1.217 1.131 -0.648
H 0.879 -2.069 -0.689 -0.142 -0.812 1.726
Br -2.930 1.961 2.678 0.356 1.220 0.786
C -2.944 2.969 4.348 0.540 0.037 -0.178
C -3.656 2.207 5.438 -0.138 0.162 0.157
Br -5.591 2.290 5.212 0.070 -0.112 -0.030
H -3.396 3.937 4.132 -0.009 -0.166 0.118
H -1.893 3.113 4.605 -0.137 0.013 0.127
H -3.465 2.660 6.412 0.012 -0.021 -0.125
H -3.386 1.152 5.474 0.004 0.171 -0.085
Br -0.272 -5.694 -2.513 -0.056 0.042 -0.044
C -0.186 -4.866 -4.276 0.202 -0.184 0.071
C 0.152 -3.399 -4.175 -0.151 0.166 -0.196
Br -1.394 -2.353 -3.610 0.146 -0.046 0.085
H -1.142 -5.055 -4.764 0.123 0.121 0.093
H 0.600 -5.405 -4.806 -0.050 0.116 0.045
H 0.423 -2.999 -5.153 -0.005 -0.091 0.092
H 0.953 -3.190 -3.466 -0.104 -0.082 -0.117
```
Positions in Å, forces in eV/Å.

=====

Molecular formula: C22H38BrN2O18P3S3
Method: DFT, ωB97M-V/def2-TZVPD

Results
* LUMO: -2.275 eV
* SMILES: NCc1c(CC=O)c(P(=O)(O)O)c(PP(=O)(O)O)c2c1C(=O)C(Br)=C(N)C2=O.CCOS(C)(=O)=O.CCOS(C)(=O)=O.CCOS(C)(=O)=O
* net charge: 0
* Kohn-Sham gap: 6.8215 eV

```
87
Properties=species:S:1:pos:R:3:forces:R:3
N -0.685 -2.175 4.059 -0.614 1.246 0.067
C -1.599 -1.297 3.233 -0.068 -0.356 -0.568
C -0.822 -0.238 2.330 1.714 1.352 -2.317
C -0.659 1.287 2.661 1.173 -1.267 -1.775
C -1.386 1.799 4.003 -0.426 0.681 -1.057
C -3.003 1.702 3.856 -1.482 0.527 3.038
O -3.749 2.048 4.813 2.953 -1.257 -3.737
C 0.171 2.238 1.717 -1.065 -4.616 -0.024
P 0.372 4.031 2.211 2.171 3.719 -1.531
O 1.360 4.845 1.379 -2.178 -2.609 1.480
O -1.166 4.793 2.002 1.998 -2.035 0.706
O 0.906 4.190 3.847 -2.852 0.007 -2.465
C 0.777 1.608 0.407 -0.392 -2.127 1.039
P 1.747 2.677 -0.856 -1.865 0.841 0.223
P 3.877 2.681 -0.400 3.248 2.383 0.532
O 4.345 4.137 -0.236 -1.405 -4.191 -0.394
O 4.761 1.976 -1.710 -1.691 -0.354 3.090
O 4.104 1.765 1.024 -0.189 -0.039 -3.228
C 0.619 0.114 0.039 -1.790 0.774 3.075
C -0.182 -0.804 1.013 0.215 2.576 0.281
C -0.340 -2.347 0.565 0.230 -0.991 0.414
O -0.288 -3.320 1.345 -0.949 3.641 -2.822
C -0.519 -2.535 -1.030 1.510 2.128 -0.648
Br -1.795 -3.925 -1.639 2.013 1.518 0.506
C 0.207 -1.692 -1.933 -1.716 -1.862 1.533
N 0.011 -1.847 -3.394 0.932 1.470 2.058
C 1.189 -0.570 -1.304 1.145 -0.045 -0.154
O 2.301 -0.316 -1.814 -3.736 -0.784 1.641
H 0.299 -1.991 3.829 -0.642 -0.105 0.375
H -0.886 -1.969 5.055 0.678 -0.186 -0.936
H -2.364 -0.860 3.952 0.986 -0.165 -1.217
H -2.173 -1.979 2.504 0.767 1.121 1.057
H -1.031 1.259 4.944 -0.585 0.504 -1.429
H -1.195 2.922 4.201 -0.178 -1.873 -0.439
H -3.472 1.268 2.891 0.850 0.682 1.151
H -1.352 4.739 1.036 0.254 0.153 0.751
H 0.482 5.039 4.147 0.638 -0.843 -0.151
H 1.529 2.053 -2.149 0.501 -0.245 1.116
H 4.768 1.006 -1.507 0.052 0.833 -0.757
H 4.108 0.823 0.703 -0.081 0.863 0.843
H 0.741 -2.437 -3.816 -0.358 0.428 0.296
H 0.087 -0.875 -3.759 0.126 -1.166 -0.129
O 2.821 -5.547 0.195 0.512 0.336 0.300
S 3.192 -5.096 1.511 -0.348 -0.340 0.780
O 4.026 -3.938 1.708 -0.250 -0.423 -0.487
O 3.823 -6.339 2.334 -0.631 0.570 -0.157
C 4.946 -7.023 1.776 0.874 -0.307 -0.369
C 6.218 -6.202 1.887 0.065 0.308 -0.080
C 1.728 -4.891 2.482 0.301 -0.107 0.141
H 4.746 -7.305 0.738 -0.130 0.126 0.076
H 5.069 -7.949 2.344 -0.347 0.180 0.066
H 6.159 -5.297 1.280 0.006 -0.092 0.031
H 7.081 -6.777 1.544 -0.107 -0.068 0.062
H 6.386 -5.889 2.920 0.000 -0.105 -0.068
H 1.100 -5.774 2.371 0.071 0.101 -0.030
H 1.204 -4.008 2.107 0.457 -0.459 0.188
H 2.012 -4.740 3.523 0.070 -0.065 -0.098
O -6.037 -3.377 1.551 0.098 0.545 -0.423
S -5.752 -2.979 0.198 -0.228 -0.347 -0.579
O -5.114 -1.724 -0.106 -0.261 -0.429 0.502
O -7.104 -3.104 -0.682 0.895 -0.325 0.198
C -8.262 -2.385 -0.254 -0.735 0.684 0.288
C -8.133 -0.897 -0.519 0.246 0.208 0.061
C -4.837 -4.267 -0.599 -0.352 -0.171 0.061
H -8.466 -2.583 0.803 0.181 -0.066 -0.064
H -9.109 -2.777 -0.823 0.333 -0.229 -0.028
H -7.336 -0.455 0.082 -0.085 -0.040 -0.027
H -9.062 -0.377 -0.275 -0.005 -0.136 -0.047
H -7.886 -0.713 -1.568 -0.097 -0.043 0.067
H -5.326 -5.223 -0.408 -0.038 0.135 0.003
H -3.832 -4.269 -0.176 -0.349 0.097 0.123
H -4.789 -4.059 -1.667 -0.045 0.048 0.112
O 3.493 4.974 -5.366 -0.719 0.060 0.027
S 2.512 5.438 -4.419 0.237 0.509 0.649
O 1.213 4.823 -4.310 0.545 0.017 -0.399
O 2.319 7.035 -4.605 0.255 -0.643 0.427
C 1.949 7.529 -5.892 -0.394 0.224 -0.831
C 0.494 7.236 -6.213 -0.181 -0.274 0.009
C 3.241 5.477 -2.808 -0.084 0.264 -0.179
H 2.613 7.125 -6.663 0.014 -0.090 0.171
H 2.098 8.612 -5.873 0.165 -0.185 0.304
H 0.318 6.162 -6.304 0.033 0.090 -0.010
H 0.203 7.703 -7.157 0.096 0.067 0.077
H -0.157 7.604 -5.417 0.077 0.046 -0.085
H 4.210 5.971 -2.865 -0.092 -0.098 -0.007
H 3.364 4.447 -2.477 0.015 0.200 -0.209
H 2.572 6.006 -2.129 0.038 -0.107 -0.040
```
Positions in Å, forces in eV/Å.

=====

Molecular formula: C22H38Cl10O9
Method: DFT, ωB97M-V/def2-TZVPD

Results
* LUMO: -0.224 eV
* net charge: 0
* Kohn-Sham gap: 8.4766 eV

```
79
Properties=species:S:1:pos:R:3:forces:R:3
C 8.071 -9.123 -7.307 0.234 -1.188 0.088
C 7.687 -7.691 -7.048 0.556 0.204 -2.057
C 8.439 -6.646 -7.893 0.805 -1.757 0.830
O 7.431 -6.229 -8.762 1.429 2.616 -1.841
C 6.213 -6.597 -8.420 -1.940 0.687 -1.108
O 5.181 -6.215 -8.973 2.661 -1.316 1.782
O 6.371 -7.456 -7.421 -3.048 -0.759 1.012
H 9.127 -9.286 -7.092 0.266 0.370 -1.116
H 7.747 -9.504 -8.276 0.246 0.243 -0.136
H 7.729 -9.840 -6.561 -1.021 0.223 0.180
H 7.886 -7.470 -6.000 -3.127 1.175 -2.414
H 9.304 -7.033 -8.431 -0.368 -0.321 -0.497
H 8.928 -5.984 -7.179 -0.773 1.338 -0.386
C 3.599 -10.973 -1.695 1.674 -0.024 0.400
C 4.844 -10.183 -1.155 -1.644 -1.177 0.653
C 6.236 -10.716 -1.502 0.489 -0.777 0.637
O 6.803 -9.705 -2.321 -0.800 -0.285 -0.078
C 5.944 -8.694 -2.372 -0.295 2.692 -3.303
O 6.161 -7.706 -3.072 -1.102 -2.282 1.559
O 4.806 -8.907 -1.732 0.787 1.026 -0.874
H 3.778 -11.373 -2.693 0.030 0.605 -0.338
H 2.759 -10.279 -1.664 -0.137 -0.476 0.034
H 3.482 -11.900 -1.133 -0.427 0.310 0.516
H 4.703 -9.913 -0.108 0.143 -0.935 0.325
H 6.244 -11.668 -2.035 -0.269 0.089 -0.195
H 6.969 -10.802 -0.700 -0.858 -0.269 0.341
C 14.146 -9.273 -3.693 0.060 0.731 1.988
C 13.119 -8.335 -4.314 3.224 0.694 -1.827
C 12.217 -7.552 -3.503 0.171 -0.143 0.405
O 12.330 -6.218 -3.989 -0.900 -0.140 -0.344
C 13.366 -6.070 -4.824 0.077 1.887 -1.902
O 13.602 -4.977 -5.379 -0.104 -4.386 1.938
O 13.936 -7.313 -4.953 0.393 1.670 -1.262
H 14.811 -8.709 -3.039 0.320 0.495 -0.475
H 14.759 -9.887 -4.353 -0.413 0.045 -0.160
H 13.573 -9.842 -2.961 1.450 -0.145 -0.144
H 12.417 -8.787 -5.014 1.263 0.673 -0.793
H 12.265 -7.561 -2.414 1.752 -0.153 -0.365
H 11.210 -7.954 -3.614 1.342 0.647 -1.239
Cl 8.943 -8.037 -5.040 3.436 -1.206 4.651
C 9.307 -9.093 -3.662 -0.280 1.135 1.292
C 8.989 -8.367 -2.336 0.811 -0.541 -0.465
Cl 10.329 -7.114 -2.141 -7.833 -3.817 1.052
H 10.385 -9.248 -3.723 -1.609 -0.328 0.192
H 8.706 -9.986 -3.834 0.283 -0.011 0.249
H 9.043 -9.061 -1.497 0.646 0.150 -0.930
H 7.994 -7.930 -2.250 1.094 0.299 -0.631
Cl 9.029 -4.684 -2.466 -2.329 0.018 -0.840
C 7.518 -5.652 -2.747 0.416 0.945 1.662
C 6.406 -4.644 -2.677 -1.654 -0.551 -1.351
Cl 6.221 -3.776 -1.140 0.574 0.279 -0.052
H 7.390 -6.314 -1.890 0.422 0.375 -0.016
H 7.594 -6.284 -3.633 -0.013 0.817 0.004
H 5.412 -5.087 -2.737 0.293 -0.696 -0.240
H 6.433 -4.034 -3.580 0.293 0.805 0.524
Cl 9.029 -10.446 0.141 0.900 -0.603 0.515
C 8.728 -8.749 0.629 -0.079 0.485 -0.416
C 10.001 -7.884 0.555 0.435 -1.109 1.408
Cl 9.661 -6.221 1.020 -4.059 -1.700 2.713
H 8.197 -8.875 1.572 0.474 0.670 0.097
H 8.045 -8.376 -0.135 -0.287 0.130 0.466
H 10.493 -7.812 -0.415 -0.689 -0.597 0.864
H 10.794 -8.296 1.179 -0.264 0.100 0.591
Cl 11.594 -5.409 -0.106 3.701 1.653 -0.301
C 11.878 -5.174 -1.781 0.460 1.843 -0.449
C 11.433 -3.797 -2.252 0.255 -0.431 -0.214
Cl 12.658 -2.628 -1.905 1.091 1.148 0.087
H 11.125 -5.864 -2.164 2.320 3.046 -0.540
H 12.880 -5.449 -2.110 -0.181 0.389 0.387
H 10.520 -3.428 -1.784 0.658 -0.088 0.389
H 11.210 -3.843 -3.318 0.527 0.167 -0.059
Cl 11.344 -12.157 -7.769 -0.071 0.124 -0.178
C 11.008 -11.742 -6.058 0.669 -0.561 -0.499
C 12.243 -11.008 -5.534 -0.594 -0.261 0.515
Cl 11.881 -10.453 -3.872 -2.061 -4.058 0.108
H 10.891 -12.718 -5.586 -0.016 0.300 0.307
H 10.057 -11.210 -6.029 0.350 0.265 0.140
H 12.500 -10.090 -6.061 -0.066 -0.466 -0.441
H 13.111 -11.658 -5.416 -0.163 -0.007 -0.420
```
Positions in Å, forces in eV/Å.

=====

Taking the records one at a time from the top gives max |F| values of 4.43, 4.93, 8.78 eV/Å.